[1]
{"formula": "C24H22ClF7N5O7PdS2", "method": "the ωB97M-V functional and the def2-TZVPD basis", "total_charge": 1, "homo_ev": [-10.640, -10.598], "homo_lumo_gap_ev": [7.355, 7.313], "relative_energy_ev": 0.139, "total_energy_ev": -103714.0773, "elements": ["Pd", "F", "C", "C", "C", "C", "O", "C", "C", "N", "C", "C", "C", "C", "C", "C", "N", "C", "C", "N", "C", "C", "C", "O", "O", "H", "H", "H", "H", "H", "H", "H", "H", "H", "H", "H", "H", "H", "H", "H", "H", "H", "H", "Cl", "C", "C", "C", "C", "N", "C", "H", "H", "H", "H", "F", "C", "F", "F", "S", "O", "O", "N", "S", "O", "O", "C", "F", "F", "F"], "xyz": [[0.12, -0.51, 0.02], [-6.48, 1.31, -0.14], [-5.45, 2.03, 0.37], [-4.18, 1.66, 0.06], [-3.09, 2.33, 0.62], [-1.73, 1.91, 0.26], [-1.57, 1.01, -0.58], [-0.67, 2.59, 0.95], [-0.99, 3.60, 1.80], [-2.24, 4.00, 2.12], [-2.43, 5.08, 3.06], [-1.63, 5.07, 4.32], [-3.10, 4.78, 4.37], [-3.33, 3.37, 1.51], [-4.64, 3.78, 1.77], [-5.72, 3.12, 1.22], [-7.04, 3.57, 1.50], [-7.41, 3.89, 2.86], [-8.15, 5.22, 2.85], [-8.83, 5.35, 1.50], [-9.38, 4.02, 1.08], [-8.19, 3.11, 0.73], [0.81, 2.33, 0.77], [1.59, 3.20, 1.12], [1.20, 1.22, 0.21], [-3.99, 0.81, -0.59], [-0.18, 4.14, 2.28], [-2.62, 6.04, 2.59], [-1.27, 6.02, 4.68], [-0.96, 4.24, 4.48], [-3.76, 5.53, 4.78], [-3.39, 3.76, 4.55], [-4.80, 4.64, 2.41], [-6.53, 3.96, 3.50], [-8.04, 3.10, 3.29], [-7.49, 6.08, 2.95], [-8.93, 5.28, 3.61], [-8.11, 5.62, 0.83], [-9.55, 6.07, 1.52], [-10.04, 4.16, 0.23], [-9.96, 3.64, 1.91], [-7.96, 3.19, -0.33], [-8.47, 2.07, 0.93], [-0.21, -2.97, -4.84], [0.39, -1.61, -3.97], [1.05, -0.58, -4.62], [1.52, 0.48, -3.87], [1.32, 0.49, -2.50], [0.68, -0.52, -1.90], [0.22, -1.56, -2.60], [1.18, -0.62, -5.70], [2.04, 1.30, -4.34], [1.67, 1.28, -1.86], [-0.28, -2.34, -2.06], [-4.00, -2.64, 2.83], [-2.75, -2.97, 2.52], [-2.76, -4.05, 1.75], [-2.07, -3.22, 3.63], [-1.98, -1.55, 1.59], [-2.12, -1.88, 0.20], [-2.61, -0.37, 2.10], [-0.41, -1.51, 2.06], [0.60, -2.70, 1.56], [0.56, -3.86, 2.39], [0.50, -2.87, 0.11], [2.28, -1.90, 1.90], [2.97, -2.76, 2.62], [2.90, -1.70, 0.74], [2.16, -0.76, 2.55]], "mulliken_charge": [0.91, -0.35, 0.29, -0.84, 0.55, 1.41, -0.92, 0.33, -0.79, 0.25, -0.31, -0.95, -0.41, -0.04, -0.73, -1.00, 0.24, -0.74, -0.73, -0.15, -0.73, -0.75, 0.17, -0.70, -0.53, 0.57, 0.79, 0.39, 0.27, 0.35, 0.28, 0.23, 0.94, 0.52, 0.31, 0.43, 0.38, 0.38, 0.34, 0.39, 0.34, 0.51, 0.42, -0.20, -0.21, -0.09, -0.89, -0.40, 0.05, -0.34, 0.46, 0.43, 0.68, 0.61, -0.20, 0.50, -0.20, -0.19, 1.24, -0.54, -0.56, -0.58, 1.18, -0.59, -0.55, 0.68, -0.21, -0.25, -0.20]}

[2]
{"formula": "C3H5F2IO2S", "method": "the ωB97M-V functional and the def2-TZVPD basis", "homo_ev": -9.391, "homo_lumo_gap_ev": 9.023, "relative_energy_ev": 3.058, "total_energy_ev": -31653.8746, "elements": ["C", "C", "C", "O", "O", "F", "F", "S", "I", "H", "H", "H", "H", "H"], "xyz": [[0.25, -1.28, 1.94], [0.41, 0.15, -1.29], [-1.46, 1.22, -1.24], [2.49, -0.35, 0.17], [0.30, 0.02, 1.42], [-2.19, 0.59, -0.33], [-2.05, 1.06, -2.43], [1.32, 0.55, 0.24], [-0.90, 3.25, -0.80], [-0.67, -1.80, 1.59], [0.59, -1.15, 3.05], [1.07, -1.88, 1.44], [-0.06, -0.82, -1.55], [0.91, 0.44, -2.21]], "mulliken_charge": [-0.60, -0.78, 0.25, -0.58, -0.23, -0.18, -0.18, 0.65, 0.11, 0.24, 0.23, 0.29, 0.38, 0.39]}

[3]
{"formula": "C5H12N2", "method": "the ωB97M-V functional and the def2-TZVPD basis", "homo_ev": [-9.257, -6.593], "homo_lumo_gap_ev": [10.113, 6.361], "relative_energy_ev": 5.562, "total_energy_ev": -8354.5745, "elements": ["C", "C", "C", "C", "N", "C", "N", "H", "H", "H", "H", "H", "H", "H", "H", "H", "H", "H", "H"], "xyz": [[0.20, -0.28, -0.78], [0.91, 0.96, -1.22], [-1.20, -0.45, -1.28], [1.03, -1.53, -0.78], [-0.85, 1.10, 3.34], [-0.43, 0.63, 1.31], [0.17, -0.33, 1.61], [-1.24, 0.29, 3.82], [0.01, 1.33, 3.85], [-0.96, 1.49, 0.94], [0.29, 1.86, -1.12], [1.85, 1.11, -0.69], [1.16, 0.89, -2.30], [-1.80, 0.45, -1.16], [-1.71, -1.28, -0.79], [-1.19, -0.67, -2.36], [1.26, -1.82, -1.82], [0.52, -2.36, -0.31], [1.99, -1.38, -0.27]], "mulliken_charge": [1.05, -1.42, -1.40, -1.52, -0.65, 0.29, -0.44, 0.23, 0.22, 0.37, 0.34, 0.34, 0.41, 0.34, 0.34, 0.40, 0.38, 0.36, 0.36]}

[4]
{"formula": "C4H12MnN3", "method": "the ωB97M-V functional and the def2-TZVPD basis", "total_charge": 1, "multiplicity": 4, "homo_ev": [-12.883, -11.839], "homo_lumo_gap_ev": [9.545, 8.087], "relative_energy_ev": 0.000, "total_energy_ev": -40124.7879, "elements": ["C", "Mn", "N", "H", "H", "H", "H", "H", "H", "H", "H", "N", "C", "C", "C", "N", "H", "H", "H", "H"], "xyz": [[0.56, -0.01, -3.67], [0.17, -0.25, -0.77], [-0.03, 1.88, -0.61], [0.59, -1.77, -1.17], [-0.09, -0.41, -2.83], [0.65, -0.82, -4.40], [1.56, 0.28, -3.32], [0.08, 0.84, -4.16], [0.56, 2.28, 0.13], [-1.00, 2.07, -0.34], [0.15, 2.43, -1.45], [0.49, 0.11, 2.19], [0.01, -0.35, 3.36], [-0.99, -1.29, 3.07], [-1.03, -1.37, 1.68], [-0.14, -0.51, 1.14], [1.30, 0.71, 2.06], [0.39, 0.03, 4.29], [-1.59, -1.84, 3.77], [-1.62, -2.01, 1.03]], "mulliken_charge": [-0.92, 0.53, -0.75, 0.05, 0.19, 0.32, 0.26, 0.34, 0.28, 0.33, 0.29, -0.14, -0.06, -0.70, -0.42, -0.04, 0.18, 0.45, 0.37, 0.44]}

Repeat the third record exactly.
{"formula": "C5H12N2", "method": "the ωB97M-V functional and the def2-TZVPD basis", "homo_ev": [-9.257, -6.593], "homo_lumo_gap_ev": [10.113, 6.361], "relative_energy_ev": 5.562, "total_energy_ev": -8354.5745, "elements": ["C", "C", "C", "C", "N", "C", "N", "H", "H", "H", "H", "H", "H", "H", "H", "H", "H", "H", "H"], "xyz": [[0.20, -0.28, -0.78], [0.91, 0.96, -1.22], [-1.20, -0.45, -1.28], [1.03, -1.53, -0.78], [-0.85, 1.10, 3.34], [-0.43, 0.63, 1.31], [0.17, -0.33, 1.61], [-1.24, 0.29, 3.82], [0.01, 1.33, 3.85], [-0.96, 1.49, 0.94], [0.29, 1.86, -1.12], [1.85, 1.11, -0.69], [1.16, 0.89, -2.30], [-1.80, 0.45, -1.16], [-1.71, -1.28, -0.79], [-1.19, -0.67, -2.36], [1.26, -1.82, -1.82], [0.52, -2.36, -0.31], [1.99, -1.38, -0.27]], "mulliken_charge": [1.05, -1.42, -1.40, -1.52, -0.65, 0.29, -0.44, 0.23, 0.22, 0.37, 0.34, 0.34, 0.41, 0.34, 0.34, 0.40, 0.38, 0.36, 0.36]}

Repeat the fourth record exactly.
{"formula": "C4H12MnN3", "method": "the ωB97M-V functional and the def2-TZVPD basis", "total_charge": 1, "multiplicity": 4, "homo_ev": [-12.883, -11.839], "homo_lumo_gap_ev": [9.545, 8.087], "relative_energy_ev": 0.000, "total_energy_ev": -40124.7879, "elements": ["C", "Mn", "N", "H", "H", "H", "H", "H", "H", "H", "H", "N", "C", "C", "C", "N", "H", "H", "H", "H"], "xyz": [[0.56, -0.01, -3.67], [0.17, -0.25, -0.77], [-0.03, 1.88, -0.61], [0.59, -1.77, -1.17], [-0.09, -0.41, -2.83], [0.65, -0.82, -4.40], [1.56, 0.28, -3.32], [0.08, 0.84, -4.16], [0.56, 2.28, 0.13], [-1.00, 2.07, -0.34], [0.15, 2.43, -1.45], [0.49, 0.11, 2.19], [0.01, -0.35, 3.36], [-0.99, -1.29, 3.07], [-1.03, -1.37, 1.68], [-0.14, -0.51, 1.14], [1.30, 0.71, 2.06], [0.39, 0.03, 4.29], [-1.59, -1.84, 3.77], [-1.62, -2.01, 1.03]], "mulliken_charge": [-0.92, 0.53, -0.75, 0.05, 0.19, 0.32, 0.26, 0.34, 0.28, 0.33, 0.29, -0.14, -0.06, -0.70, -0.42, -0.04, 0.18, 0.45, 0.37, 0.44]}